Record 1
A molecular structure, C31H46As2BBe2F12N6O11 at a distorted geometry. Source: OMol25; level of theory: the ωB97M-V functional and the def2-TZVPD basis.

Calculated values
HOMO-LUMO gap (spin up / spin down), eV: 1.6 / 1.6
HOMO energy (spin up / spin down), eV: -14.472 / -14.489
Net charge: +2
LUMO level (spin up / spin down), eV: -12.85 / -12.85
Spin multiplicity: 2

Last column: Mulliken spin population.
Cartesian coordinates (Å):
Be1 -1.769 -19.603 19.398  0.003
Be2 2.994 -21.481 15.774  0.000
O1 0.376 -20.784 15.145  -0.001
C1 -0.508 -19.877 14.798  -0.005
O2 -0.690 -19.400 13.545  -0.009
B1 -1.862 -18.538 13.545  0.100
O3 -2.172 -18.394 14.932  0.020
C2 -1.490 -19.177 15.760  0.009
O4 -1.532 -19.362 16.980  0.000
O5 -3.037 -19.037 12.792  0.022
C3 -3.025 -18.530 11.676  -0.021
O6 -3.867 -18.651 10.772  0.626
C4 -1.960 -17.361 11.699  -0.122
O7 -1.397 -17.331 12.828  0.058
O8 -1.898 -16.555 10.825  0.252
As1 1.630 -23.520 12.398  0.000
F1 1.333 -24.047 10.667  0.000
F2 -0.157 -23.273 12.705  0.000
F3 2.019 -22.895 14.060  0.000
F4 3.370 -23.975 12.115  0.000
F5 1.889 -21.892 11.707  0.000
F6 1.338 -25.160 13.039  0.000
As2 2.287 -18.063 18.473  0.000
F7 2.871 -19.053 19.896  0.000
F8 0.664 -18.755 18.772  0.000
F9 1.736 -16.991 17.171  0.000
F10 3.950 -17.458 18.421  0.000
F11 2.595 -19.411 17.371  0.000
F12 1.791 -16.754 19.633  0.000
C5 -3.378 -14.031 13.434  0.000
C6 -4.039 -14.311 12.062  -0.004
O9 -5.359 -14.445 12.437  0.001
C7 -5.478 -14.276 13.812  0.000
O10 -6.484 -14.598 14.426  -0.002
O11 -4.400 -13.727 14.261  -0.001
H1 -2.700 -13.202 13.233  0.000
H2 -2.620 -14.764 13.710  0.002
H3 -3.564 -15.118 11.503  0.009
H4 -3.860 -13.406 11.482  0.000
C8 -7.097 -19.216 5.980  0.002
C9 -6.308 -18.603 7.121  0.000
C10 -5.075 -19.365 7.661  0.014
C11 -4.270 -20.150 6.648  0.000
N1 -3.659 -20.688 5.832  0.011
H5 -7.384 -20.223 6.283  0.001
H6 -6.558 -19.310 5.037  0.000
H7 -7.980 -18.593 5.830  0.000
H8 -7.041 -18.370 7.893  0.000
H9 -5.919 -17.652 6.758  0.004
H10 -5.390 -19.997 8.492  0.007
H11 -4.424 -18.730 8.262  -0.002
C12 -0.313 -11.436 10.071  0.000
C13 -0.359 -12.962 9.915  0.000
C14 0.368 -13.782 11.055  0.005
C15 0.108 -13.320 12.390  -0.001
N2 -0.150 -12.906 13.431  0.001
H12 0.574 -11.031 9.585  0.000
H13 -0.291 -11.166 11.127  0.000
H14 -1.122 -10.961 9.516  0.000
H15 -0.383 -13.486 8.960  0.000
H16 -1.368 -13.162 10.277  0.001
H17 1.440 -13.867 10.873  0.001
H18 -0.020 -14.800 11.087  0.004
C16 2.539 -15.798 13.575  0.000
C17 2.862 -16.418 12.158  0.000
C18 2.578 -17.907 12.078  0.001
C19 2.927 -18.723 13.267  0.000
N3 3.198 -19.360 14.153  0.000
H19 1.512 -15.833 13.938  0.000
H20 2.938 -14.790 13.685  0.000
H21 3.079 -16.375 14.325  0.000
H22 3.855 -16.213 11.758  0.000
H23 2.327 -15.947 11.334  0.000
H24 2.979 -18.360 11.171  0.000
H25 1.499 -18.056 12.036  0.001
C20 -3.608 -22.320 14.085  0.000
C21 -4.797 -22.710 14.972  0.000
C22 -4.517 -23.209 16.380  0.000
C23 -3.868 -22.288 17.277  0.000
N4 -3.386 -21.526 17.981  0.000
H26 -3.065 -21.450 14.456  0.001
H27 -3.959 -22.176 13.064  0.000
H28 -2.900 -23.147 14.135  0.000
H29 -5.576 -23.382 14.612  0.000
H30 -5.369 -21.784 15.027  0.000
H31 -3.922 -24.122 16.386  0.000
H32 -5.454 -23.428 16.890  0.000
C24 -0.080 -19.301 8.667  0.004
C25 1.254 -19.533 9.299  0.000
C26 2.055 -20.616 8.587  0.000
C27 3.362 -20.883 9.227  0.000
N5 4.419 -21.007 9.691  0.000
H33 -0.846 -20.077 8.640  0.001
H34 0.068 -18.929 7.653  0.000
H35 -0.540 -18.485 9.225  0.001
H36 1.112 -19.804 10.346  0.001
H37 1.661 -18.522 9.328  0.000
H38 2.239 -20.282 7.566  0.000
H39 1.408 -21.493 8.621  0.000
C28 -3.000 -16.180 5.339  0.001
C29 -1.833 -15.972 6.279  0.000
C30 -2.153 -15.856 7.706  -0.008
C31 -2.931 -14.664 8.175  -0.001
N6 -3.475 -13.696 8.547  0.001
H40 -3.863 -16.686 5.773  0.000
H41 -2.784 -16.858 4.514  0.000
H42 -3.396 -15.211 5.035  0.000
H43 -1.495 -14.967 6.025  0.001
H44 -0.963 -16.616 6.145  0.000
H45 -1.188 -15.752 8.202  0.000
H46 -2.653 -16.768 8.032  0.012

Force components x, y, z for each atom (eV/Å):
0.644 -0.292 -3.331
-1.725 1.851 -3.035
-4.090 4.742 -1.434
5.002 -4.489 -0.038
0.380 -1.982 2.253
1.967 -0.273 1.226
-1.145 0.386 2.939
0.176 0.058 -0.299
-0.419 0.590 -0.985
0.571 -1.604 2.694
-3.973 0.315 -4.373
2.321 0.151 1.604
0.384 3.637 -3.204
-0.465 -1.024 1.722
0.095 -0.940 0.065
-0.303 -3.029 -4.914
-0.041 0.702 2.627
2.347 0.561 -0.144
0.932 1.170 1.994
-2.252 1.149 1.135
-0.411 -1.054 1.527
0.568 1.950 -0.218
2.784 3.828 4.121
-1.261 0.623 -2.127
-1.852 -0.889 -0.058
0.292 -1.895 0.828
-1.899 -0.753 -0.772
0.006 -0.885 -0.739
0.454 -1.833 -1.509
3.619 0.593 -3.333
1.710 1.324 0.701
-1.603 -1.027 0.543
-4.542 -1.605 -0.723
2.498 0.922 -1.275
0.505 0.562 2.796
-0.326 0.570 0.702
-0.684 -0.790 0.956
-0.690 -0.320 0.118
-0.561 -0.060 -0.468
0.122 -0.598 0.222
0.744 0.747 -0.746
-0.177 -0.832 0.139
-0.620 0.819 0.586
-0.287 0.258 0.543
-0.376 -0.069 -0.203
0.139 0.147 0.107
-0.042 -0.238 -0.143
0.450 -0.113 0.433
-0.105 0.297 0.081
-0.209 -0.868 -0.370
0.379 0.535 -0.641
1.261 -0.286 -1.363
-1.906 -0.560 2.733
0.609 -0.229 -1.600
-0.038 1.000 0.585
0.004 -0.303 -0.051
0.284 0.106 0.266
-0.251 0.098 -0.158
-0.284 -0.159 0.399
0.837 0.541 -0.139
-0.618 -0.097 -0.422
0.145 0.139 0.219
-0.006 -0.261 -0.513
1.144 -0.541 -0.618
-0.192 0.884 0.526
-0.626 -0.466 0.443
-0.124 1.947 -2.980
0.452 -3.351 3.558
-0.263 0.102 -0.652
-0.285 0.048 -0.234
0.240 -0.092 0.036
0.523 -0.102 0.985
-0.763 -0.052 0.251
0.239 -0.229 0.248
-0.247 -0.041 -0.160
-0.111 -1.728 0.435
-0.828 1.745 0.079
-0.055 -0.433 0.266
0.290 0.432 -0.145
1.146 1.297 1.292
-0.282 0.232 0.059
0.277 0.085 0.066
0.270 0.031 -0.572
0.703 -0.379 -0.765
-0.300 0.142 0.512
0.031 -0.145 -0.064
-0.167 -0.240 -0.082
-1.003 0.714 -0.387
-0.232 -0.052 0.826
0.291 0.462 0.486
0.963 0.001 0.257
-1.495 0.225 -0.461
0.459 -0.509 0.008
-0.214 -0.066 -0.151
-0.237 0.324 -0.064
0.082 -0.287 0.132
0.893 -0.190 -0.235
-0.015 -0.364 -0.136
0.389 -0.289 -0.282
-0.819 -0.775 -0.091
0.199 1.599 -1.746
-0.348 0.231 1.990
-0.908 1.373 0.072
1.194 -2.267 -0.704
-0.008 -0.095 0.629
0.314 0.572 -0.331
0.129 -0.185 -0.453
0.657 -0.014 -0.277
-0.334 -0.320 -0.056
-0.043 -0.246 0.514
-0.050 -0.001 0.442


Record 2
7 unconnected molecules or ions with the total composition C19H43BrN12O12P2. Source: OMol25; level of theory: the ωB97M-V functional and the def2-TZVPD basis.

Calculated values
SMILES: C#C[C@@H]1OC(=O)[C@@H](P(O)Br)[C@]1(CCCCCOC(C)=O)[PH2]=O.NC(N)=O.NC(N)=O.NC(N)=O.NC(N)=O.NC(N)=O.NC(N)=O
HOMO-LUMO gap, eV: 9.3
HOMO energy, eV: -9.162
LUMO level, eV: 0.16

Last column: Mulliken charge in e.
Cartesian coordinates (Å):
C1 1.646 -0.404 2.420  -1.170
C2 0.652 -0.175 1.795  -1.301
C3 -0.588 0.155 1.123  0.834
O1 -1.507 -0.964 1.087  -0.368
C4 -2.039 -1.044 -0.157  -0.131
O2 -2.393 -2.064 -0.662  -0.585
C5 -1.993 0.361 -0.744  0.273
P1 -3.372 1.287 0.161  0.094
O3 -2.974 2.853 -0.073  -0.423
Br1 -4.904 0.997 -1.449  -0.244
C6 -0.527 0.693 -0.318  0.837
C7 -0.055 2.144 -0.452  -1.446
C8 1.442 2.351 -0.200  -0.464
C9 2.007 3.568 -0.966  -1.003
C10 2.479 4.726 -0.076  -0.707
C11 3.721 5.423 -0.583  -0.854
O4 4.861 4.743 0.001  -0.264
C12 6.046 5.325 -0.183  0.703
C13 7.140 4.628 0.568  -1.093
O5 6.219 6.312 -0.857  -0.576
P2 0.532 -0.336 -1.467  0.371
O6 1.586 -1.148 -0.826  -0.609
H1 2.504 -0.621 3.026  0.975
H2 -1.057 0.941 1.728  0.499
H3 -2.212 0.385 -1.807  0.851
H4 -3.048 3.131 -0.997  0.322
H5 -0.602 2.737 0.274  0.311
H6 -0.354 2.510 -1.434  0.640
H7 2.018 1.470 -0.478  0.441
H8 1.609 2.495 0.863  0.415
H9 2.853 3.246 -1.573  0.440
H10 1.260 3.951 -1.659  0.371
H11 1.694 5.477 -0.016  0.385
H12 2.677 4.383 0.939  0.521
H13 3.730 6.460 -0.263  0.487
H14 3.801 5.382 -1.664  0.428
H15 7.207 5.058 1.565  0.260
H16 8.075 4.810 0.051  0.330
H17 6.954 3.563 0.654  0.327
H18 1.014 0.634 -2.367  0.050
H19 -0.380 -1.062 -2.255  0.031
N1 -1.776 -4.549 -2.255  -0.198
C14 -1.990 -5.884 -2.451  0.584
N2 -2.404 -6.576 -1.349  -0.303
O7 -1.828 -6.423 -3.535  -0.688
H20 -1.912 -4.080 -1.378  0.157
H21 -1.476 -4.017 -3.049  0.165
H22 -2.586 -7.559 -1.460  0.179
H23 -2.548 -6.152 -0.453  0.146
N3 2.392 8.115 -3.989  -0.418
C15 2.100 7.962 -2.659  0.689
N4 2.197 9.082 -1.897  -0.311
O8 1.774 6.877 -2.195  -0.636
H24 2.673 8.987 -4.394  0.148
H25 2.335 7.301 -4.569  0.224
H26 1.983 9.008 -0.914  0.256
H27 2.470 9.972 -2.265  0.142
N5 2.915 -3.618 3.641  -0.334
C16 3.931 -2.858 4.145  0.692
N6 4.800 -3.502 4.979  -0.420
O9 4.060 -1.676 3.864  -0.666
H28 2.795 -4.589 3.854  0.166
H29 2.272 -3.174 3.011  0.178
H30 5.556 -2.964 5.357  0.220
H31 4.720 -4.471 5.218  0.153
N7 -4.283 -10.045 -3.418  -0.412
C17 -4.756 -9.845 -2.156  0.764
N8 -6.069 -10.095 -1.948  -0.327
O10 -4.014 -9.454 -1.254  -0.769
H32 -4.860 -10.350 -4.178  0.156
H33 -3.317 -9.833 -3.590  0.231
H34 -6.422 -9.968 -1.010  0.175
H35 -6.689 -10.427 -2.662  0.151
N9 0.305 8.994 2.817  -0.384
C18 0.089 9.674 1.653  0.636
N10 -1.028 10.458 1.623  -0.403
O11 0.845 9.587 0.699  -0.685
H36 -0.303 9.049 3.611  0.165
H37 1.118 8.409 2.862  0.213
H38 -1.211 10.963 0.776  0.215
H39 -1.664 10.545 2.392  0.163
N11 -6.241 -11.586 2.843  -0.419
C19 -6.018 -10.979 1.637  0.684
N12 -4.811 -10.374 1.488  -0.247
O12 -6.865 -10.994 0.750  -0.690
H40 -5.570 -11.598 3.586  0.151
H41 -7.125 -12.041 2.972  0.226
H42 -4.601 -9.928 0.602  0.155
H43 -4.118 -10.363 2.212  0.171

Force components x, y, z for each atom (eV/Å):
-0.095 0.111 0.273
0.042 -0.301 -0.018
-0.007 0.576 0.226
0.479 -0.495 -0.205
-0.013 0.263 -0.107
-0.385 -0.036 0.166
-0.010 -0.001 0.228
0.154 0.258 0.071
-0.326 -0.186 -0.198
-0.017 -0.032 0.070
-0.459 -0.142 -0.642
-0.129 -0.159 0.578
0.073 0.310 -0.452
0.180 -0.058 0.283
-0.215 0.073 -0.129
-0.033 -0.118 0.291
-0.187 -0.020 0.009
0.199 0.167 -0.175
0.093 -0.052 -0.103
-0.135 -0.027 0.034
0.654 -0.132 0.412
-0.069 -0.108 -0.143
0.173 -0.054 -0.139
-0.144 0.011 -0.023
0.248 -0.107 -0.140
0.154 0.115 0.047
-0.178 0.212 -0.025
0.120 0.004 -0.148
0.016 -0.133 0.088
0.004 -0.146 0.153
0.052 -0.106 -0.060
-0.003 0.056 -0.136
-0.093 0.042 0.030
0.055 -0.075 0.074
0.164 0.135 -0.072
0.019 0.116 -0.110
-0.015 0.004 0.108
0.107 0.004 0.006
-0.055 -0.077 0.052
-0.224 0.073 -0.108
-0.112 0.065 -0.017
0.060 -0.089 -0.004
-0.031 0.031 0.086
0.101 -0.092 -0.055
0.007 -0.025 -0.042
-0.064 0.043 -0.043
-0.014 -0.005 -0.012
-0.175 -0.076 0.054
-0.019 0.055 -0.028
-0.054 0.012 -0.013
0.068 0.081 0.031
0.075 -0.110 0.044
-0.088 -0.073 -0.072
0.022 0.001 0.020
0.011 -0.012 0.013
-0.175 0.098 -0.030
0.010 -0.015 -0.030
-0.007 0.044 0.058
-0.055 -0.089 -0.110
-0.011 0.001 0.027
0.052 0.071 0.110
0.018 -0.004 -0.007
0.016 -0.016 -0.038
-0.002 0.012 -0.009
-0.007 -0.002 -0.021
0.046 -0.073 0.051
-0.090 0.000 -0.198
0.103 0.288 0.030
0.075 0.090 0.211
-0.025 0.043 0.003
-0.010 0.073 -0.012
-0.104 -0.367 0.022
0.049 -0.031 -0.029
0.006 0.016 -0.009
-0.035 -0.057 0.062
0.018 0.011 0.005
0.076 0.041 -0.023
-0.011 0.004 -0.010
0.002 -0.003 -0.011
0.005 -0.010 -0.009
0.007 -0.013 0.006
-0.024 -0.005 0.008
0.192 0.022 0.029
-0.153 0.065 -0.004
-0.078 0.126 0.012
0.014 0.004 -0.014
-0.006 0.005 -0.014
0.147 -0.061 -0.107
-0.019 -0.036 0.022


Record 3
A molecular structure, C26H24AsF10N3O7Pb. Source: OMol25; level of theory: the ωB97M-V functional and the def2-TZVPD basis.

Calculated values
HOMO-LUMO gap (spin up / spin down), eV: 7.5 / 5.4
HOMO energy (spin up / spin down), eV: -5.619 / -5.618
Net charge: -1
LUMO level (spin up / spin down), eV: 1.91 / -0.20
Spin multiplicity: 2

Last column: Mulliken spin population.
Cartesian coordinates (Å):
Pb1 -0.491 -0.831 1.075  0.010
C1 -3.536 0.532 2.761  0.000
N1 -2.866 0.782 1.493  0.004
C2 -3.722 0.409 0.373  0.000
C3 -2.429 2.158 1.354  0.030
C4 -1.499 2.647 2.462  -0.064
N2 -0.507 1.661 2.822  0.567
C5 0.564 1.981 3.540  -0.015
C6 1.428 0.906 3.907  0.157
F1 1.073 -0.333 3.603  0.018
C7 2.609 1.107 4.579  -0.096
F2 3.379 0.057 4.883  -0.007
C8 3.012 2.377 4.953  0.244
C9 2.184 3.443 4.644  -0.102
F3 2.545 4.682 5.012  -0.007
C10 0.997 3.270 3.976  0.187
F4 0.259 4.360 3.736  0.014
H1 -4.378 1.227 2.915  0.002
H2 -2.836 0.640 3.589  -0.002
H3 -3.916 -0.487 2.780  -0.001
H4 -4.643 1.014 0.349  0.000
H5 -4.002 -0.640 0.463  0.000
H6 -3.183 0.562 -0.563  0.000
H7 -3.293 2.847 1.330  0.001
H8 -1.913 2.240 0.396  0.004
H9 -2.069 2.892 3.367  0.028
H10 -1.050 3.582 2.122  0.016
H11 3.941 2.532 5.482  0.017
C11 2.818 -4.521 -3.425  0.000
O1 3.209 -3.189 -3.695  0.000
C12 2.965 -2.262 -2.731  0.000
C13 3.348 -0.944 -3.060  0.000
C14 3.133 0.044 -2.142  0.000
C15 2.515 -0.193 -0.895  0.003
C16 2.308 0.901 0.031  0.001
C17 3.046 2.207 -0.197  -0.001
O2 1.541 0.861 0.999  0.005
C18 2.119 -1.528 -0.565  0.000
O3 1.543 -1.847 0.538  0.000
C19 2.385 -2.550 -1.521  0.000
H12 3.081 -5.099 -4.307  0.000
H13 1.741 -4.591 -3.250  0.000
H14 3.345 -4.921 -2.555  0.000
H15 3.794 -0.749 -4.025  0.000
H16 3.424 1.054 -2.401  0.000
H17 4.101 2.053 -0.419  0.000
H18 2.936 2.821 0.695  0.001
H19 2.598 2.737 -1.041  0.000
H20 2.070 -3.546 -1.245  0.000
O4 -0.802 -2.207 -1.036  0.000
C20 -0.789 -1.930 -2.222  0.000
C21 -0.629 -0.618 -2.819  0.000
C22 -0.550 -0.570 -4.208  0.000
C23 -0.382 0.629 -4.858  0.000
C24 -0.294 1.828 -4.133  0.000
C25 -0.376 1.805 -2.772  -0.001
C26 -0.544 0.584 -2.042  0.001
O5 -0.608 0.623 -0.773  -0.015
N3 -0.296 0.659 -6.304  0.000
O6 -0.140 1.742 -6.847  0.000
O7 -0.385 -0.395 -6.912  0.000
H21 -0.887 -2.754 -2.954  0.000
H22 -0.613 -1.484 -4.785  0.000
H23 -0.163 2.756 -4.672  0.000
H24 -0.310 2.717 -2.193  0.000
F5 -2.314 -2.780 1.915  0.000
As1 -3.713 -3.700 2.483  0.000
F6 -2.651 -4.718 3.394  0.000
F7 -3.567 -4.735 1.103  0.000
F8 -5.098 -4.577 3.034  0.000
F9 -4.734 -2.613 1.571  0.000
F10 -3.833 -2.617 3.842  0.000

Force components x, y, z for each atom (eV/Å):
0.223 -0.074 0.018
0.007 -0.014 0.015
-0.014 -0.001 -0.028
-0.012 -0.004 0.009
0.013 0.019 0.010
0.024 -0.004 -0.035
-0.079 0.025 0.040
-0.016 0.015 -0.007
-0.001 -0.018 -0.004
0.012 0.010 0.001
0.000 0.011 0.003
0.003 -0.006 0.000
0.001 -0.011 0.000
-0.003 0.000 0.003
0.003 0.002 0.001
-0.007 -0.019 -0.012
-0.017 0.000 -0.003
-0.005 -0.003 0.000
-0.001 0.004 -0.002
0.001 -0.004 -0.002
-0.001 -0.001 0.001
0.000 0.002 -0.001
-0.001 0.000 0.002
0.002 0.000 -0.013
0.007 -0.005 0.007
-0.012 -0.014 -0.003
0.002 0.015 0.012
0.000 -0.001 0.001
0.003 0.003 -0.003
0.000 -0.003 -0.003
0.002 0.004 -0.003
-0.014 -0.010 0.004
-0.009 -0.001 0.005
0.062 0.023 0.027
-0.085 0.056 -0.057
0.011 -0.019 -0.008
0.105 -0.050 0.050
-0.026 -0.004 0.001
0.033 0.039 -0.048
0.007 0.003 -0.006
0.000 0.002 -0.002
-0.002 0.000 0.000
0.000 0.002 -0.001
-0.001 0.002 -0.003
0.000 0.001 0.001
0.002 0.002 0.003
-0.001 0.000 0.000
-0.008 0.004 -0.001
0.003 -0.004 0.003
-0.324 -0.029 0.070
0.174 0.012 -0.014
-0.038 0.001 0.008
0.024 0.014 0.002
0.000 -0.005 -0.003
-0.001 -0.001 0.005
-0.001 -0.001 -0.002
0.098 -0.031 -0.015
-0.136 0.009 -0.004
0.001 0.007 0.009
0.003 -0.004 -0.001
0.001 -0.006 -0.003
-0.007 -0.001 -0.004
0.000 -0.001 -0.004
0.003 0.000 0.000
-0.002 0.002 0.000
-0.020 0.048 0.004
0.000 -0.022 -0.008
-0.019 -0.005 -0.034
-0.016 0.054 0.040
0.007 0.022 -0.012
0.028 -0.050 0.004
0.014 0.012 -0.008